Entry 1:
{
  "formula": "C16H14BrF6InN5O7S4",
  "method": "the ωB97M-V functional and the def2-TZVPD basis",
  "species": ["In", "F", "C", "F", "F", "S", "O", "O", "N", "S", "O", "O", "C", "F", "F", "F", "N", "N", "C", "N", "S", "H", "H", "H", "H", "H", "C", "C", "C", "C", "C", "C", "H", "H", "H", "H", "H", "O", "C", "N", "S", "O", "O", "C", "C", "C", "C", "C", "C", "H", "H", "H", "H", "Br"],
  "coordinates": [[0.169, 0.557, -0.285], [-2.226, 4.288, 2.093], [-0.895, 4.240, 2.121], [-0.520, 3.162, 2.800], [-0.447, 5.323, 2.760], [-0.247, 4.200, 0.390], [-0.675, 2.910, -0.108], [-0.766, 5.382, -0.211], [1.317, 4.295, 0.580], [2.134, 2.960, 0.436], [1.912, 1.987, 1.481], [2.100, 2.386, -0.885], [3.827, 3.639, 0.705], [4.692, 2.633, 0.719], [4.161, 4.479, -0.272], [3.901, 4.284, 1.866], [-2.886, -0.239, -1.723], [-4.226, -0.618, -1.815], [-5.235, 0.046, -1.216], [-6.465, -0.526, -1.448], [-5.085, 1.390, -0.268], [-2.597, 0.255, -2.560], [-2.307, -1.064, -1.608], [-4.456, -1.403, -2.406], [-6.595, -1.072, -2.286], [-7.236, 0.064, -1.187], [-1.847, -0.790, 3.971], [-2.669, -0.543, 2.882], [-2.121, -0.140, 1.673], [-0.749, 0.027, 1.534], [0.069, -0.220, 2.634], [-0.475, -0.627, 3.844], [-2.272, -1.104, 4.916], [-3.743, -0.648, 2.970], [-2.783, 0.079, 0.846], [1.144, -0.101, 2.556], [0.178, -0.818, 4.686], [3.834, -0.168, -1.020], [3.020, -1.061, -0.962], [1.833, -1.027, -0.272], [1.023, -2.438, -0.337], [-0.258, -2.167, -0.961], [0.992, -3.156, 0.904], [2.136, -3.242, -1.441], [2.074, -4.512, -1.980], [3.129, -4.901, -2.795], [4.202, -4.045, -3.037], [4.248, -2.778, -2.471], [3.193, -2.387, -1.666], [1.243, -5.173, -1.779], [3.122, -5.884, -3.248], [5.010, -4.377, -3.676], [5.071, -2.098, -2.647], [0.045, 0.746, -2.796]],
  "atomic_forces_ev_per_a": [[0.406, 0.163, -0.612], [-0.007, -0.007, -0.040], [-0.020, -0.045, 0.009], [0.035, -0.012, -0.037], [0.028, 0.061, -0.021], [0.196, 0.346, 0.209], [-0.136, -0.303, -0.108], [-0.081, 0.031, -0.025], [-0.127, 0.010, 0.033], [0.067, -0.191, 0.217], [0.030, 0.057, 0.150], [-0.002, -0.061, -0.217], [0.046, -0.027, -0.113], [-0.023, -0.045, -0.007], [-0.043, 0.014, -0.018], [-0.045, 0.019, 0.084], [-0.143, 0.034, 0.042], [0.006, -0.160, -0.064], [0.039, -0.065, -0.001], [0.019, -0.036, -0.058], [0.045, 0.095, 0.080], [0.069, 0.014, 0.046], [0.019, 0.012, 0.033], [-0.004, -0.003, 0.012], [-0.013, 0.005, 0.000], [-0.002, 0.005, 0.008], [0.007, -0.005, 0.007], [-0.042, -0.003, 0.073], [-0.119, 0.165, -0.129], [-0.051, 0.001, 0.268], [0.144, -0.059, -0.027], [-0.016, -0.008, 0.005], [-0.003, -0.001, 0.005], [-0.001, -0.011, -0.004], [-0.040, -0.008, -0.054], [-0.038, -0.004, -0.016], [0.005, -0.001, 0.016], [-0.029, -0.072, -0.048], [0.245, 0.037, -0.032], [-0.345, 0.040, 0.208], [0.085, 0.141, -0.055], [-0.238, -0.104, -0.030], [0.055, -0.041, 0.057], [0.026, 0.008, -0.031], [0.073, 0.006, -0.036], [0.000, -0.013, -0.006], [0.009, 0.002, 0.007], [-0.051, 0.018, 0.029], [-0.003, -0.013, -0.033], [-0.023, 0.006, 0.012], [-0.009, -0.004, 0.001], [0.005, -0.002, -0.008], [0.013, 0.010, 0.003], [-0.015, 0.003, 0.217]],
  "e_homo_ev": -6.03,
  "homo_lumo_gap_ev": 8.253,
  "e_above_lowest_ev": 1.256,
  "charge": -1,
  "e_tot_ev": -173467.6137,
  "e_lumo_ha": 0.0818
}



Entry 2:
{
  "formula": "C9H18BrN4",
  "method": "the ωB97M-V functional and the def2-TZVPD basis",
  "species": ["N", "C", "C", "Br", "C", "C", "N", "C", "C", "C", "C", "C", "N", "H", "H", "H", "H", "H", "H", "H", "H", "H", "H", "H", "H", "H", "H", "N", "H", "H", "H", "H"],
  "coordinates": [[4.732, -1.742, 0.893], [3.855, -1.779, 0.159], [2.686, -1.789, -0.715], [1.483, -3.176, -0.074], [2.014, -0.399, -0.724], [2.986, 0.572, -1.251], [3.746, 1.319, -1.668], [0.722, -0.328, -1.560], [-0.135, 0.870, -1.162], [-0.758, 0.809, 0.237], [-1.457, -0.483, 0.672], [-2.744, -0.839, -0.082], [-2.635, -1.287, -1.455], [2.978, -2.068, -1.727], [1.815, -0.108, 0.311], [0.182, -1.271, -1.470], [0.993, -0.215, -2.613], [-0.915, 1.034, -1.909], [0.496, 1.766, -1.208], [-1.489, 1.631, 0.313], [0.043, 1.024, 0.965], [-0.755, -1.324, 0.655], [-1.747, -0.364, 1.730], [-3.425, 0.020, -0.053], [-3.242, -1.636, 0.478], [-2.118, -2.150, -1.550], [-2.278, -0.593, -2.094], [-1.008, 2.503, 2.985], [-1.691, 2.897, 2.334], [-1.118, 1.484, 3.003], [-0.065, 2.730, 2.658], [-1.152, 2.890, 3.921]],
  "atomic_forces_ev_per_a": [[0.271, 0.041, 0.189], [-0.280, -0.056, -0.199], [0.121, 0.130, -0.051], [-0.031, -0.036, 0.014], [-0.052, 0.042, -0.134], [-0.171, -0.229, 0.255], [0.144, 0.250, -0.135], [0.104, 0.002, -0.085], [-0.005, 0.193, -0.046], [0.036, 0.007, 0.155], [0.017, 0.102, 0.092], [-0.054, -0.083, -0.003], [-0.038, 0.004, 0.049], [-0.022, -0.058, 0.046], [-0.019, -0.185, 0.003], [-0.053, 0.143, 0.077], [0.021, -0.092, 0.047], [0.040, -0.104, 0.023], [-0.094, -0.023, -0.066], [0.084, 0.008, -0.072], [-0.038, -0.034, -0.059], [-0.067, 0.052, -0.043], [0.047, -0.083, -0.015], [0.044, -0.035, -0.032], [-0.007, 0.070, -0.023], [-0.001, 0.032, -0.028], [0.017, -0.058, 0.013], [-0.010, 0.024, 0.074], [0.016, -0.011, -0.002], [-0.003, -0.003, -0.041], [-0.014, -0.003, -0.004], [-0.005, -0.008, -0.001]],
  "e_homo_ev": -12.14,
  "homo_lumo_gap_ev": 7.647,
  "e_above_lowest_ev": 0.000,
  "charge": 1,
  "e_tot_ev": -85620.0348,
  "e_lumo_ha": -0.1652
}



Entry 3:
{
  "formula": "C6H12",
  "method": "the ωB97M-V functional and the def2-TZVPD basis",
  "species": ["C", "C", "C", "C", "C", "C", "H", "H", "H", "H", "H", "H", "H", "H", "H", "H", "H", "H"],
  "coordinates": [[-1.392, 1.196, 0.596], [-0.916, 0.366, -0.555], [-0.115, -1.381, 0.507], [1.220, -0.648, 0.717], [1.425, -0.337, -0.738], [0.373, 0.644, -1.236], [-0.573, 1.467, 1.272], [-2.163, 0.670, 1.173], [-1.847, 2.132, 0.241], [-1.726, -0.031, -1.170], [0.076, -2.464, 0.576], [-0.986, -1.195, 1.145], [1.167, 0.203, 1.418], [1.989, -1.328, 1.105], [2.447, -0.225, -1.124], [0.046, -1.381, -0.698], [0.665, 1.656, -0.900], [0.308, 0.656, -2.330]],
  "atomic_forces_ev_per_a": [[0.071, 0.035, 0.006], [-0.822, 0.790, -0.428], [0.564, -1.180, -0.339], [-0.033, -0.197, 0.047], [0.729, 0.882, 0.190], [0.159, 0.029, 0.055], [-0.130, -0.029, -0.098], [0.114, 0.071, -0.087], [0.066, -0.088, 0.074], [0.185, -0.013, 0.117], [0.023, 0.091, 0.273], [0.080, 0.048, -0.272], [0.007, -0.128, -0.265], [-0.098, 0.151, -0.100], [-0.240, -0.089, 0.021], [-0.812, -0.301, 0.804], [0.120, -0.072, -0.168], [0.017, 0.000, 0.169]],
  "e_homo_ev": [-7.35, -6.71],
  "homo_lumo_gap_ev": [8.421, 7.232],
  "e_above_lowest_ev": 5.822,
  "e_tot_ev": -6411.1189,
  "e_lumo_ha": [0.0393, 0.0190]
}



Entry 4:
{
  "formula": "C5H21NO6",
  "method": "the ωB97M-V functional and the def2-TZVPD basis",
  "species": ["C", "C", "C", "N", "C", "C", "H", "H", "H", "H", "H", "H", "H", "H", "H", "O", "H", "H", "O", "H", "H", "O", "H", "H", "O", "H", "H", "O", "H", "H", "O", "H", "H"],
  "coordinates": [[-0.191, -2.064, 2.372], [0.653, -1.057, 2.501], [0.332, 0.384, 2.181], [0.306, 0.496, 0.662], [0.617, 1.806, 0.194], [0.032, 2.902, 0.655], [0.047, -3.100, 2.571], [-1.218, -1.881, 2.078], [1.701, -1.232, 2.719], [-0.680, 0.684, 2.452], [1.073, 1.088, 2.545], [0.694, -0.307, 0.200], [1.194, 1.650, -0.721], [-0.637, 2.955, 1.507], [0.064, 3.869, 0.169], [0.914, -2.189, -1.370], [0.219, -2.531, -0.787], [0.918, -2.704, -2.182], [-2.388, -0.719, 0.145], [-1.561, -0.221, 0.049], [-3.085, -0.246, -0.313], [0.877, 2.595, -2.531], [1.005, 3.501, -2.249], [0.844, 2.447, -3.487], [-1.692, -3.274, -0.446], [-2.112, -3.170, -1.306], [-1.957, -2.393, -0.075], [-2.115, 1.932, -1.322], [-1.343, 2.284, -1.786], [-1.653, 1.592, -0.546], [3.246, -0.749, -1.454], [2.286, -0.783, -1.313], [3.612, -1.568, -1.110]],
  "atomic_forces_ev_per_a": [[-0.552, -0.007, 0.093], [0.487, 0.453, 0.044], [-0.836, -0.807, -1.930], [-0.167, 1.093, 1.935], [-0.383, -2.325, -1.055], [-0.061, 0.854, 0.204], [0.304, 0.036, -0.083], [-0.095, 0.065, 0.111], [-0.033, -0.167, 0.209], [0.130, -0.099, 0.708], [-0.005, -0.028, 0.259], [0.719, 0.231, -0.164], [-0.075, 1.142, 0.313], [0.101, -0.541, 0.084], [0.625, -0.115, -0.201], [0.117, 0.345, 0.264], [-0.275, -0.407, -0.349], [-0.186, -0.048, 0.183], [-0.113, -0.209, 0.343], [0.105, 0.122, 0.071], [0.061, 0.200, -0.201], [-0.390, -0.904, -0.120], [0.086, 0.252, -0.725], [0.189, 0.824, 0.371], [-0.141, 0.885, 0.151], [0.053, -0.435, -0.284], [0.160, -0.603, 0.055], [0.267, -0.151, -0.056], [-0.126, 0.118, -0.344], [-0.234, 0.181, 0.225], [0.090, 0.604, -0.052], [0.503, -0.537, -0.099], [-0.328, -0.020, 0.044]],
  "e_homo_ev": -8.71,
  "homo_lumo_gap_ev": 9.112,
  "e_above_lowest_ev": 2.090,
  "e_tot_ev": -19299.2649,
  "e_lumo_ha": 0.0149,
  "smiles": "C=CCNC=C.O.O.O.O.O.O"
}